--- P ---
CH14O6 | ωB97M-V/def2-TZVPD

Computed properties:
LUMO level ... -0.2 eV
Orbital gap ... 0.3922 hartree

The geometry in ORCA input format:
```
! RIJCOSX wB97M-V def2-TZVPD def2/J DEFGRID3
* xyz 0 1
C -1.8476 0.3895 -3.8045
O -0.7151 0.4915 -4.6441
H -2.5504 1.1873 -4.0256
H -1.5403 0.2085 -2.7755
H -2.2760 -0.5531 -4.1299
H -0.3863 1.3822 -4.4944
O -0.1278 0.8513 3.5640
H 0.6922 0.5617 3.1522
H -0.4691 1.5284 2.9676
O 1.5928 0.1996 -0.1787
H 0.9888 -0.5139 0.0491
H 1.7233 0.1413 -1.1292
O 4.3553 -0.8813 1.5187
H 4.4628 -1.6245 2.1244
H 3.3952 -0.8377 1.4332
O -0.8201 2.9684 1.4416
H -1.2890 2.1313 1.5468
H -0.0794 2.6298 0.9166
O -1.3774 -3.6221 2.2616
H -1.7987 -3.5805 1.3976
H -1.9331 -3.0577 2.8084
*
```



--- Q ---
CH14O6 | ωB97M-V/def2-TZVPD

Computed properties:
LUMO level ... 0.2 eV
Orbital gap ... 0.4101 hartree

The geometry in ORCA input format:
```
! RIJCOSX wB97M-V def2-TZVPD def2/J DEFGRID3
* xyz 0 1
C 0.8074 0.9355 0.9959
O 0.0235 0.4478 -0.0954
H 0.1818 1.4268 1.7507
H 1.5418 1.6343 0.5920
H 1.4565 0.1792 1.4432
H -0.2214 -0.4654 0.0940
O -0.4353 -2.1831 1.1807
H -1.2983 -2.5837 1.1994
H -0.1843 -2.4507 0.2790
O 1.2063 -2.2470 -1.3130
H 0.8682 -1.3852 -1.5951
H 1.1109 -2.8366 -2.0558
O 1.0428 0.1113 -3.1413
H 0.2252 -0.2885 -3.4741
H 0.5944 0.9084 -2.7558
O -2.0195 0.4999 3.9942
H -2.0765 0.6682 3.0460
H -1.3213 -0.1673 3.9834
O -0.1368 2.7259 -1.5275
H -1.0277 2.9054 -1.8333
H -0.3377 2.1649 -0.7670
*
```



Which structure is the least stable? The one labeled P.



--- P ---
C5H6F2O | ωB97M-V/def2-TZVPD

Computed properties:
LUMO level ... 1.0 eV
Orbital gap ... 0.3876 hartree

The geometry in ORCA input format:
```
! RIJCOSX wB97M-V def2-TZVPD def2/J DEFGRID3
* xyz 0 1
F 0.0258 1.7974 -0.7849
C -0.6851 1.1274 0.1797
C 0.0213 0.1599 1.1066
O 1.3536 -0.0499 0.9698
C 1.6376 -0.6090 -0.2957
C 0.3237 -1.0233 -0.9356
C -0.7426 -0.3519 -0.0656
F -1.9312 -1.0064 0.0538
H -1.6213 1.5427 0.4581
H -0.3537 0.1768 2.1350
H 2.3225 -1.4932 -0.1374
H 2.1865 0.1297 -0.8511
H 0.2728 -0.8318 -1.9962
H 0.1829 -2.0630 -0.7229
*
```



--- Q ---
C5H6F2O | ωB97M-V/def2-TZVPD

Computed properties:
LUMO level ... 0.4 eV
Orbital gap ... 0.3442 hartree

The geometry in ORCA input format:
```
! RIJCOSX wB97M-V def2-TZVPD def2/J DEFGRID3
* xyz 0 1
O 0.0211 1.8511 -0.5618
C 0.7786 1.1895 0.4172
C 0.5764 -0.3196 0.1925
C 1.3739 -1.3256 -0.2193
F 2.8481 -1.3957 -0.1301
C -0.8388 -0.9284 0.0612
C -2.0551 -0.3521 0.0388
F -3.1629 -1.1317 -0.1065
H 0.2246 2.9244 -0.8087
H 0.4913 1.5773 1.3720
H 1.8630 1.3799 0.4471
H 1.0662 -2.2913 -0.5758
H -0.9058 -1.9729 -0.3266
H -2.2806 0.7951 0.2000
*
```



Which structure is the least stable? The one labeled Q.



--- P ---
C4H6Br2O2 | ωB97M-V/def2-TZVPD

Computed properties:
LUMO level ... 0.3 eV
Orbital gap ... 0.3530 hartree

The geometry in ORCA input format:
```
! RIJCOSX wB97M-V def2-TZVPD def2/J DEFGRID3
* xyz 0 1
C -4.8184 0.3657 -0.8322
C -0.1060 0.5128 -0.2170
C 0.9005 0.1133 0.7444
C -1.3523 0.9188 0.0519
O -5.1708 -0.5677 -0.3228
O -1.9532 0.7512 1.2789
Br 2.2285 -2.5944 -1.9278
Br 0.4484 -1.7712 1.3565
H 0.1656 0.5004 -1.2946
H 2.4213 -3.4391 -0.7859
H 1.8597 0.2287 0.2633
H 0.9265 0.5717 1.7003
H -1.9272 1.3011 -0.6592
H -1.7937 -0.1581 1.5817
*
```



--- Q ---
C4H6Br2O2 | ωB97M-V/def2-TZVPD

Computed properties:
LUMO level ... 0.4 eV
Orbital gap ... 0.3162 hartree

The geometry in ORCA input format:
```
! RIJCOSX wB97M-V def2-TZVPD def2/J DEFGRID3
* xyz 0 1
C 1.0761 0.2615 0.3351
C -1.3505 0.1961 -1.5429
C 0.5509 -1.2634 2.0366
C -0.1615 1.0870 -1.4209
O 2.2370 0.4164 0.3465
O 0.1526 -0.3707 0.9353
Br 1.2950 1.3568 -2.6200
Br -0.6014 2.8242 -0.6231
H -0.9734 -0.7351 -1.6966
H -2.1221 0.3864 -2.2541
H -1.7666 0.2190 -0.6038
H 1.3977 -0.9474 2.5302
H 0.5438 -2.2067 1.7255
H -0.2776 -1.2240 2.8523
*
```



Which structure is the least stable? The one labeled Q.



--- P ---
C7H11NO2S | ωB97M-V/def2-TZVPD

Computed properties:
LUMO level ... 0.7 eV
Orbital gap ... 0.3683 hartree

The geometry in ORCA input format:
```
! RIJCOSX wB97M-V def2-TZVPD def2/J DEFGRID3
* xyz 0 1
C -2.4510 0.3885 0.6403
C 0.0154 1.7238 2.9627
C 0.6391 -0.1214 0.1844
C 0.8358 0.7224 2.7159
C -0.5505 -0.2894 -0.8141
C -0.0361 0.3138 -2.1473
C -0.7773 -1.8715 -0.7097
N -1.7548 0.3974 -0.3458
O -3.2620 0.6381 1.4499
O 1.0064 -1.7622 2.1743
S 0.1146 -0.6935 1.8618
H 0.2129 2.6526 3.4540
H -1.0611 1.7435 2.8474
H 1.4113 -0.7082 -0.1918
H 0.9334 0.8707 0.1064
H 1.9773 0.7610 2.9780
H 0.2156 1.4332 -2.0063
H -0.8504 0.2594 -2.8547
H 0.7544 -0.2922 -2.3339
H -1.2928 -2.1283 0.1749
H 0.1482 -2.2646 -0.9078
H -1.5139 -2.1375 -1.4197
*
```



--- Q ---
C7H11NO2S | ωB97M-V/def2-TZVPD

Computed properties:
LUMO level ... 0.4 eV
Orbital gap ... 0.3351 hartree

The geometry in ORCA input format:
```
! RIJCOSX wB97M-V def2-TZVPD def2/J DEFGRID3
* xyz 0 1
C 0.5048 -1.3947 -1.8056
C 0.0545 -0.1434 0.2470
C 0.6290 1.0096 -0.1562
C 0.7945 -1.4667 -0.3678
C 0.2224 -2.7551 0.1916
C 2.2802 -1.4364 -0.1101
C 0.7475 3.7015 0.2749
N 0.3799 -1.3069 -2.9427
O -0.8399 -0.2422 1.0297
O 0.1308 2.1696 2.1535
S -0.2596 2.2336 0.5454
H 1.7126 0.8814 -0.4763
H -0.8372 -2.8336 0.1116
H 0.4424 -2.9323 1.1911
H 0.5761 -3.4931 -0.4700
H 2.7429 -0.5185 -0.5362
H 2.7195 -2.3452 -0.5511
H 2.4792 -1.5635 0.8971
H 0.2305 4.4004 0.9234
H 0.5231 3.9239 -0.8572
H 1.8153 3.3773 0.6498
H -0.5077 1.6777 2.6443
*
```



Which structure is the least stable? The one labeled Q.